{"formula": "C34H38NO7P4SSiV", "method": "wB97M-V/def2-TZVPD", "symbols": ["V", "C", "Si", "C", "C", "C", "C", "C", "C", "N", "C", "S", "H", "H", "H", "H", "H", "H", "H", "H", "H", "H", "H", "H", "O", "P", "O", "O", "O", "P", "O", "O", "O", "H", "H", "C", "C", "P", "C", "C", "C", "C", "C", "C", "C", "C", "C", "C", "C", "C", "P", "C", "C", "C", "C", "C", "C", "C", "C", "C", "C", "C", "C", "H", "H", "H", "H", "H", "H", "H", "H", "H", "H", "H", "H", "H", "H", "H", "H", "H", "H", "H", "H", "H", "H", "H", "H"], "coordinates": [[0.21485, -1.73362, -0.33250], [-0.19335, -2.12886, 6.82802], [-0.86559, -1.70352, 5.12689], [-2.47964, -2.59727, 4.87889], [-1.11076, 0.14994, 5.10031], [0.41007, -2.27090, 3.88066], [1.60836, -2.86591, 4.24817], [2.55053, -3.25053, 3.30234], [2.27708, -3.01466, 1.97064], [1.12694, -2.45363, 1.58688], [0.19123, -2.09708, 2.49138], [-1.23199, -1.38367, 1.78269], [-0.88710, -1.76030, 7.58910], [0.77582, -1.65776, 7.01245], [-0.08233, -3.20680, 6.97231], [-3.22610, -2.29289, 5.61784], [-2.33609, -3.67737, 4.96398], [-2.86389, -2.38095, 3.88132], [-1.68541, 0.46757, 5.97500], [-1.64435, 0.45226, 4.19866], [-0.15112, 0.67487, 5.12293], [1.82117, -3.02210, 5.30147], [3.48660, -3.70564, 3.59537], [2.98164, -3.25078, 1.18040], [0.11551, -5.77651, -1.91705], [0.32429, -4.18666, -1.96081], [-0.61144, -3.57580, -0.92782], [0.26813, -3.71111, -3.36909], [1.80240, -3.98952, -1.36757], [2.82333, -2.75766, -1.74438], [2.84883, -2.79241, -3.34475], [4.14507, -3.02201, -1.16123], [2.04343, -1.50779, -1.30908], [-0.16855, -6.03797, -1.03336], [1.94242, -3.02250, -3.65662], [-0.89973, 1.89826, 0.21552], [-1.85419, 1.36303, -0.86615], [-1.20012, -0.09530, -1.81616], [-2.71832, -0.83746, -2.52468], [-3.99027, -0.27736, -2.43686], [-5.08144, -0.91059, -3.02077], [-4.90846, -2.10579, -3.70160], [-3.64061, -2.66743, -3.79629], [-2.55243, -2.04214, -3.20909], [-0.48927, 0.64083, -3.33669], [-1.22775, 1.51170, -4.13413], [-0.67920, 2.02840, -5.29854], [0.60256, 1.65492, -5.68586], [1.33754, 0.77438, -4.90131], [0.80021, 0.27630, -3.71968], [0.85043, 1.99683, -0.37616], [0.84793, 3.72541, -1.01670], [0.55374, 4.82707, -0.21145], [0.49350, 6.10130, -0.75358], [0.71817, 6.29029, -2.11396], [1.00716, 5.20207, -2.92303], [1.07606, 3.92620, -2.37515], [1.76642, 2.14173, 1.20367], [2.84478, 3.01792, 1.33583], [3.63537, 2.99753, 2.47726], [3.37135, 2.09265, 3.49608], [2.31017, 1.20788, 3.36936], [1.51398, 1.23178, 2.23179], [-0.91018, 1.18073, 1.03633], [-1.24570, 2.85982, 0.59823], [-2.12273, 2.15565, -1.56775], [-2.76456, 1.01853, -0.37521], [-4.14115, 0.65915, -1.91643], [-6.06677, -0.46748, -2.94152], [-5.76012, -2.60018, -4.15249], [-3.49701, -3.60425, -4.31954], [-1.57127, -2.50239, -3.27680], [-2.24135, 1.77208, -3.84839], [-1.25422, 2.70897, -5.91440], [1.02554, 2.04648, -6.60306], [2.33218, 0.47151, -5.20335], [1.37927, -0.39398, -3.08952], [0.37867, 4.68284, 0.84924], [0.26922, 6.94973, -0.11850], [0.66691, 7.28544, -2.53826], [1.17902, 5.34234, -3.98300], [1.30509, 3.07640, -3.00687], [3.06841, 3.71760, 0.53948], [4.46692, 3.68628, 2.56261], [3.99753, 2.06991, 4.37954], [2.10175, 0.48075, 4.14478], [0.69701, 0.52320, 2.14978]], "multiplicity": 4, "relative_energy_kcal_mol": 6.0, "e_lumo_ha": [0.089, 0.089], "molar_mass_g_mol": 807.671, "total_energy_ha": -4897.51721, "total_charge": -1}